This record from the OMol25 dataset describes a single C4H7F molecule. The level of theory is ωB97M-V with the def2-TZVPD basis set.

- Total energy: -256.417907 Ha
- Kohn-Sham gap: 0.3915 hartree
- Net charge: 0
- Energy relative to the best compared isomer or geometry (same formula, charge and spin): 16.3 kcal/mol
- SMILES: C=C[C@@H](C)F

Cartesian coordinates (Å):
C1 1.3256 -1.2589 -0.1100
C2 1.0255 0.0821 -0.0552
C3 -0.1852 0.3888 0.6628
C4 -1.2753 0.6678 -0.4221
F1 -0.7086 -0.6880 1.3851
H1 2.1124 -1.6262 -0.7490
H2 1.0444 -1.9793 0.6927
H3 1.4878 0.8439 -0.6325
H4 -0.1040 1.3041 1.2173
H5 -1.1224 1.6671 -0.9350
H6 -1.2808 -0.0501 -1.1859
H7 -2.3195 0.6487 0.1320